[1]
ORCA calculation (ωB97M-V/def2-TZVPD) on C8H10IN3 as an isolated structure.

Positions of all 22 atoms, in Å:
C (0.2307, -2.0634, -0.4866)
C (1.6549, -0.2571, 0.2111)
C (1.2128, -2.9602, -0.1406)
C (2.5936, -1.2091, 0.5468)
C (0.3999, -0.6894, -0.2702)
C (-0.5269, 2.5727, 0.8024)
C (-0.6007, 0.2003, -0.8221)
C (-2.3193, 1.0758, 1.1428)
N (2.2535, -2.4757, 0.4915)
N (-0.3642, 0.9183, -1.8961)
N (-1.0757, 1.4615, 0.5129)
I (-3.0085, -0.5431, -0.2577)
H (-0.7349, -2.4448, -0.9905)
H (2.0153, 0.8716, 0.2749)
H (0.8843, -4.0109, -0.0463)
H (3.6391, -0.8866, 0.8617)
H (-0.9469, 3.3779, 1.3294)
H (0.5102, 2.7947, 0.4143)
H (-3.2004, 1.6897, 1.2149)
H (-2.1579, 0.5525, 2.0344)
H (0.6058, 0.8391, -2.3006)
H (-1.0645, 1.1863, -2.6264)

As for the HOMO-LUMO gap: 5.3 eV. As for the charge: +2. The value obtained for the energy above the lowest of the compared OMol25 structures with the same formula, charge and spin is 23.5 kcal per mole. As for the multiplicity: 1. As for the LUMO energy: -10.8 eV. As for the HOMO energy: -16.13 eV.

natural (NBO) population analysis, charges in e, atoms 1 to 4: number 1, C, carries -0.1587; number 2, C, carries -0.2029; number 3, C, carries 0.0618; number 4, C, carries 0.0608

=====

[2]
ORCA calculation (ωB97M-V/def2-TZVPD) on a 2-piece molecular cluster, C4H6FIO overall.

Positions of all 13 atoms, in Å:
C (1.2631, 0.2051, 1.0888)
C (-1.0765, 1.0056, -1.2004)
C (0.2255, -0.6414, 1.0456)
C (-1.7124, 0.7621, -0.0617)
O (2.2123, 0.1189, 0.1458)
F (-1.4956, 1.4711, 1.0506)
I (-3.2796, -0.6278, -0.0185)
H (1.3981, 1.1334, 1.5179)
H (-0.4027, 1.7300, -1.0292)
H (1.9823, -0.6886, -0.2646)
H (-1.2495, 0.4740, -2.2070)
H (0.2236, -1.5806, 0.4051)
H (-0.5743, -0.6859, 1.7330)

The SMILES is C=C(F)I.C=CO. As for the HOMO-LUMO gap: 9.1 eV. The value obtained for the energy above the lowest of the compared OMol25 structures with the same formula, charge and spin is 44.3 kcal per mole. As for the multiplicity: 1. As for the LUMO energy: 0.4 eV. As for the HOMO energy: -8.70 eV.

natural (NBO) population analysis, charges in e, atoms 1 to 4: number 1, C, carries 0.1468; number 2, C, carries -0.5150; number 3, C, carries -0.5515; number 4, C, carries 0.2621

=====

[3]
ORCA calculation (ωB97M-V/def2-TZVPD) on C39H60GeN5O3P3Tl as an isolated structure.

Positions of all 112 atoms, in Å:
Tl (-1.0468, 0.1141, -2.6244)
C (1.2095, 4.6285, -1.7139)
C (0.4541, 3.5135, -2.4743)
C (1.3778, 2.4748, -3.1620)
P (-1.0525, 2.7143, -1.5801)
C (-0.6749, 2.9191, 0.2395)
N (-0.0589, 1.7464, 0.7975)
Ge (-0.8040, -0.0469, 0.5322)
N (0.9053, -1.5330, 1.0902)
C (1.8629, -1.9206, 0.2850)
P (5.4884, -2.2471, -1.1508)
C (6.5631, -1.5010, 0.1483)
C (7.3980, -2.5954, 0.9093)
C (5.8909, -0.5499, 1.2138)
C (5.3151, -0.9537, -2.6281)
C (5.1748, 0.4396, -2.0808)
C (4.0868, -1.3581, -3.4514)
C (0.4933, -2.0665, 2.3255)
C (0.6378, -3.4515, 2.6131)
C (0.1724, -3.9185, 3.8558)
C (-0.2530, -2.9945, 4.8236)
C (-0.4943, -1.6736, 4.5472)
C (-0.1508, -1.2476, 3.2587)
N (-0.3563, 0.1256, 2.8605)
C (0.8507, 0.9202, 2.8467)
C (1.9188, 0.7371, 3.7288)
C (3.0356, 1.5434, 3.6539)
C (3.1210, 2.4573, 2.6322)
C (2.0783, 2.5998, 1.7231)
C (0.9145, 1.8259, 1.8044)
C (-1.5573, 0.8726, 3.1613)
C (-1.6070, 1.7055, 4.2745)
C (-2.8167, 2.2338, 4.7117)
C (-4.0043, 1.9358, 4.0654)
C (-3.9569, 1.1257, 2.9415)
C (-2.7477, 0.6508, 2.4113)
N (-2.6194, -0.1480, 1.2386)
C (-3.7832, -0.5481, 0.4624)
P (-3.1871, -1.3270, -1.2247)
C (-4.6203, -1.7425, -2.2854)
C (-4.9423, -0.5942, -3.2359)
C (-5.8676, -2.1548, -1.4435)
C (-2.6308, -3.0833, -0.7244)
C (-3.0033, -4.2880, -1.5883)
C (-2.8325, -3.4817, 0.7529)
C (-2.4042, 4.0322, -1.7615)
C (-3.4851, 4.0845, -0.7124)
C (-3.0521, 3.9998, -3.1605)
H (1.9357, 5.0943, -2.3656)
H (1.7617, 4.2143, -0.8737)
H (0.4847, 5.3983, -1.4419)
H (-0.0515, 4.0537, -3.2959)
H (1.5742, 1.5469, -2.5833)
H (2.3836, 2.8916, -3.3578)
H (0.9348, 2.1676, -4.1442)
H (-1.6574, 3.0777, 0.7413)
H (-0.0140, 3.8072, 0.3986)
H (2.0159, -1.3405, -0.6258)
H (2.6304, -2.6944, 0.4610)
H (7.2571, -0.8453, -0.4443)
H (7.0738, -2.5653, 1.9808)
H (8.4203, -2.3554, 0.8937)
H (7.2131, -3.6332, 0.5372)
H (5.0431, -1.0000, 1.7070)
H (5.5988, 0.3550, 0.7406)
H (6.6491, -0.3440, 1.9559)
H (6.2278, -1.1054, -3.2315)
H (4.1389, 0.6260, -1.6943)
H (5.4040, 1.1423, -2.9223)
H (5.9018, 0.7351, -1.3479)
H (3.2245, -0.7694, -3.1120)
H (3.8670, -2.4139, -3.3551)
H (4.2463, -1.2290, -4.5336)
H (1.0598, -4.1251, 1.9049)
H (0.4441, -4.9445, 4.1936)
H (-0.5029, -3.3408, 5.8327)
H (-1.0670, -1.1229, 5.3341)
H (1.8467, -0.0033, 4.5527)
H (3.7702, 1.4810, 4.4559)
H (4.0036, 3.0897, 2.5975)
H (2.1164, 3.3634, 0.9461)
H (-0.6587, 1.9494, 4.7456)
H (-2.9468, 2.8458, 5.6351)
H (-4.9615, 2.3657, 4.3979)
H (-4.8926, 0.8159, 2.4428)
H (-4.4467, 0.3014, 0.1422)
H (-4.3685, -1.3439, 0.9849)
H (-4.2843, -2.6205, -2.8434)
H (-5.3727, 0.2789, -2.7628)
H (-5.5963, -1.0524, -3.9920)
H (-4.0028, -0.2894, -3.7547)
H (-6.2773, -1.2170, -1.0086)
H (-5.5974, -2.8727, -0.6654)
H (-6.5413, -2.6116, -2.2057)
H (-1.5674, -3.0346, -0.8806)
H (-4.0299, -4.6699, -1.5301)
H (-2.3099, -5.1026, -1.3343)
H (-2.7471, -4.1158, -2.6073)
H (-3.8958, -3.4855, 1.0534)
H (-2.2790, -2.8108, 1.4691)
H (-2.4168, -4.4764, 0.8392)
H (-1.7251, 4.9008, -1.6804)
H (-3.8359, 3.1517, -0.3341)
H (-4.3643, 4.5203, -1.1894)
H (-3.2274, 4.7543, 0.1079)
H (-3.9975, 3.3875, -3.1945)
H (-2.3499, 3.5293, -3.8783)
H (-3.2841, 4.9670, -3.5587)
O (6.1983, -3.3989, -1.8461)
N (-0.7760, -2.6854, -4.9021)
O (-0.5165, -2.9486, -6.0609)
O (-1.8032, -2.2188, -4.3993)

As for the HOMO-LUMO gap (alpha / beta): 2.2 / 2.2 eV. As for the charge: +2. As for the multiplicity: 2. As for the LUMO energy (alpha / beta): -9.2 / -9.2 eV. As for the HOMO energy (alpha / beta): -11.38 / -11.39 eV.

Mulliken population analysis, charges in e, atoms 1 to 4: number 1, Tl, carries 0.9323; number 2, C, carries -1.8667; number 3, C, carries 0.8112; number 4, C, carries -1.2153

=====

[4]
ORCA calculation (ωB97M-V/def2-TZVPD) on a 2-piece molecular cluster, C2H3NO3S overall.

Positions of all 10 atoms, in Å:
C (-0.0426, 0.2253, 1.0897)
C (0.1071, 1.0952, 0.0543)
N (0.4699, 2.2267, -0.5043)
O (-0.0582, -2.9652, 1.0342)
O (-0.0020, -3.3141, -1.3789)
O (-0.3731, -0.0652, -0.4577)
S (-0.6838, -2.7094, -0.2322)
H (-0.9482, 0.3529, 1.7211)
H (0.5538, 2.2920, -1.4995)
H (0.9770, 2.8617, 0.1734)

As for the HOMO-LUMO gap: 8.2 eV. The value obtained for the energy above the lowest of the compared OMol25 structures with the same formula, charge and spin is 93.1 kcal per mole. As for the multiplicity: 1. As for the LUMO energy: -0.3 eV. As for the HOMO energy: -8.40 eV.

natural (NBO) population analysis, charges in e, atoms 1 to 4: number 1, C, carries -0.2287; number 2, C, carries 0.5209; number 3, N, carries -0.7725; number 4, O, carries -0.8271

=====

[5]
ORCA calculation (ωB97M-V/def2-TZVPD) on C43H45N3PS2Ta as an isolated structure.

Positions of all 95 atoms, in Å:
Ta (-0.9509, 1.5337, 0.9031)
C (-0.6230, -0.1439, -1.6500)
N (-1.6313, -0.2726, -0.5472)
C (-1.4436, -1.5198, 0.2243)
C (-2.0721, -1.3823, 1.5742)
N (-1.3768, -0.3388, 2.3724)
C (-0.1015, -0.8553, 2.9627)
C (-2.2226, 0.1476, 3.4767)
C (-3.0109, -0.7195, 4.2110)
C (-3.7716, -0.2467, 5.2727)
C (-3.7480, 1.1007, 5.6050)
C (-2.9376, 1.9669, 4.8905)
C (-2.1702, 1.4801, 3.8380)
S (-1.0531, 2.5814, 3.0297)
C (-2.9755, -0.1483, -1.1220)
C (-3.4061, -1.0380, -2.0931)
C (-4.6019, -0.8129, -2.7600)
C (-5.3661, 0.3095, -2.4615)
C (-4.9547, 1.1769, -1.4627)
C (-3.7602, 0.9369, -0.7874)
S (-3.3088, 1.9604, 0.5645)
H (-0.6663, -0.9946, -2.3291)
H (-0.8319, 0.7677, -2.2127)
H (0.3860, -0.0940, -1.2352)
H (-1.8899, -2.3691, -0.2932)
H (-0.3707, -1.7104, 0.3004)
H (-3.1172, -1.0966, 1.4758)
H (-2.0295, -2.3471, 2.0783)
H (-0.3166, -1.6860, 3.6376)
H (0.5791, -1.1800, 2.1801)
H (0.3786, -0.0631, 3.5322)
H (-3.0333, -1.7766, 3.9741)
H (-4.3763, -0.9421, 5.8401)
H (-4.3438, 1.4743, 6.4282)
H (-2.8906, 3.0206, 5.1444)
H (-2.8117, -1.9126, -2.3434)
H (-4.9235, -1.5069, -3.5268)
H (-6.2788, 0.5124, -3.0106)
H (-5.5434, 2.0477, -1.1969)
C (4.1547, -0.2777, 2.4638)
C (4.7953, -1.3327, 1.5879)
C (6.0496, -1.8285, 1.9317)
C (6.6657, -2.8162, 1.1800)
C (6.0378, -3.3169, 0.0506)
C (4.7886, -2.8332, -0.3119)
C (4.1600, -1.8426, 0.4453)
P (2.4740, -1.2488, 0.0300)
C (1.9139, -2.4649, -1.2336)
C (1.7859, -2.1606, -2.5923)
C (1.2800, -3.0879, -3.4953)
C (0.8699, -4.3338, -3.0431)
C (0.9924, -4.6467, -1.6972)
C (1.5213, -3.7384, -0.7795)
C (1.7007, -4.1832, 0.6531)
C (2.8153, 0.2858, -0.9134)
C (3.7913, 0.2612, -1.9164)
C (4.0975, 1.3874, -2.6631)
C (3.4236, 2.5706, -2.4034)
C (2.4871, 2.6167, -1.3854)
C (2.1710, 1.4936, -0.6066)
C (1.2784, 1.7305, 0.5924)
H (4.9180, 0.3182, 2.9661)
H (3.5335, -0.7396, 3.2381)
H (3.5300, 0.4041, 1.8846)
H (6.5520, -1.4337, 2.8100)
H (7.6358, -3.1964, 1.4764)
H (6.5164, -4.0810, -0.5499)
H (4.3051, -3.2292, -1.1968)
H (2.0906, -1.1905, -2.9615)
H (1.2167, -2.8392, -4.5489)
H (0.4701, -5.0649, -3.7350)
H (0.6820, -5.6271, -1.3452)
H (0.8828, -4.8369, 0.9627)
H (1.7700, -3.3462, 1.3506)
H (2.6283, -4.7523, 0.7554)
H (4.3243, -0.6627, -2.1068)
H (4.8607, 1.3446, -3.4315)
H (3.6526, 3.4682, -2.9665)
H (2.0246, 3.5718, -1.1442)
H (1.4375, 2.7773, 0.9079)
H (1.5944, 1.1006, 1.4453)
N (-0.7061, 3.4454, -0.7200)
C (-1.8940, 4.0254, -1.3216)
C (-2.6840, 4.8969, -0.5903)
C (-3.8234, 5.4377, -1.1662)
C (-4.1720, 5.1032, -2.4701)
C (-3.3774, 4.2233, -3.1915)
C (-2.2337, 3.6822, -2.6171)
H (-0.0591, 3.1524, -1.4466)
H (-0.2360, 4.1479, -0.1596)
H (-2.4068, 5.1590, 0.4280)
H (-4.4334, 6.1284, -0.5970)
H (-5.0520, 5.5396, -2.9268)
H (-3.6329, 3.9701, -4.2139)
H (-1.6020, 3.0103, -3.1960)

As for the HOMO-LUMO gap: 5.2 eV. As for the charge: +2. The value obtained for the energy above the lowest of the compared OMol25 structures with the same formula, charge and spin is 26.8 kcal per mole. As for the multiplicity: 1. As for the LUMO energy: -7.4 eV. As for the HOMO energy: -12.66 eV.

Mulliken population analysis, charges in e, atoms 1 to 4: number 1, Ta, carries 1.6699; number 2, C, carries -0.6279; number 3, N, carries 1.3405; number 4, C, carries 0.9083

=====

[6]
ORCA calculation (ωB97M-V/def2-TZVPD) on a 2-piece molecular cluster, C4H10O overall.

Positions of all 15 atoms, in Å:
C (-6.2854, -1.6466, 2.0416)
C (-4.8515, -1.7786, 1.4049)
H (-6.8155, -2.4677, 2.5464)
H (-6.8654, -1.4578, 1.1098)
H (-6.2590, -0.8011, 2.7361)
H (-4.5626, -2.4777, 0.6155)
H (-4.3300, -0.8255, 1.4862)
H (-4.3047, -2.3467, 2.1717)
C (3.7125, 2.3554, -0.8609)
C (3.8027, 1.0962, -1.2930)
O (4.9720, 0.5308, -1.7258)
H (2.7459, 2.7767, -0.5884)
H (4.5249, 2.7777, -0.2597)
H (2.9445, 0.4699, -1.4987)
H (4.7361, -0.1016, -2.4130)

The SMILES is C=CO.CC. As for the HOMO-LUMO gap: 10.0 eV. The value obtained for the energy above the lowest of the compared OMol25 structures with the same formula, charge and spin is 54.8 kcal per mole. As for the multiplicity: 1. As for the LUMO energy: 0.9 eV. As for the HOMO energy: -9.12 eV.

natural (NBO) population analysis, charges in e, atoms 1 to 4: number 1, C, carries -0.6174; number 2, C, carries -0.6409; number 3, H, carries 0.2098; number 4, H, carries 0.2031